(1)
Molecular formula: C18H17Cl2FN2O6
Method: DFT, the ωB97M-V functional and the def2-TZVPD basis

Each line ends with the Löwdin charge.
CARTESIAN COORDINATES (ANGSTROEM)
1 C 2.06950 -3.20515 -3.47441  -0.7618
2 C -0.34882 2.65732 -2.50570  -0.1903
3 O 0.47208 3.07937 -0.00542  0.1063
4 N 2.02838 1.27349 6.02003  -0.3167
5 C 3.21480 -4.79275 -1.64638  -0.0962
6 H 3.19341 1.54274 3.63648  0.1181
7 C 2.11426 1.48287 3.58588  0.0440
8 C 1.85533 -4.40064 -1.62618  -0.7613
9 H -5.77535 0.11120 -1.16640  0.0824
10 Cl 1.51017 -1.77656 -4.21782  0.7030
11 O 1.40302 0.99528 7.06802  0.0627
12 C -0.26703 2.12153 -0.20193  -0.3519
13 H -1.31265 1.46092 -4.03392  0.0812
14 C -1.84624 0.27500 0.92764  -0.3830
15 C -1.31726 2.48406 -3.64406  -0.0658
16 H -4.90490 1.63985 -0.92228  0.0832
17 O -2.75320 0.74384 0.08616  0.0164
18 H -1.60527 0.47959 3.35265  0.1057
19 H -0.40889 0.13678 5.46555  0.1219
20 H -0.31579 3.68568 -2.14877  0.1218
21 H 4.00181 -2.99934 -4.37966  0.1023
22 C -0.58971 0.83135 3.43013  0.0050
23 H 3.67640 -5.19643 -0.75187  0.1044
24 H 4.92491 -4.92827 -2.97217  0.1125
25 C 1.40074 1.11455 4.75357  -0.1548
26 C -0.44698 0.99381 0.88504  -0.2057
27 H -4.42361 -0.27973 0.81690  0.1274
28 N 1.21407 -3.86371 -2.68185  0.0434
29 C -3.91178 -0.13065 -0.14058  -0.1793
30 C 1.38982 1.78708 2.41657  0.0194
31 O -2.02276 -0.73790 1.60285  0.1029
32 H -3.55272 -1.08957 -0.52589  0.1355
33 H -1.03418 3.15662 -4.45830  0.0822
34 H 0.65292 2.34480 -2.80593  0.1320
35 H 1.87465 2.29380 1.60111  0.1093
36 F 0.35741 0.00218 0.37344  0.0912
37 C 0.07813 0.65234 4.64908  0.0380
38 Cl 0.97723 -4.47904 -0.17903  0.7260
39 O -0.76212 1.79736 -1.40204  0.0113
40 O 3.22229 1.66509 6.01547  0.0494
41 C 0.06497 1.32276 2.28997  -0.0898
42 C 3.42183 -3.55511 -3.65142  -0.1060
43 H -2.33718 2.75486 -3.35854  0.0797
44 H -4.33200 0.49437 -2.13188  0.0776
45 C 3.93646 -4.52210 -2.80268  -0.0661
46 C -4.78619 0.57648 -1.14140  -0.0673

Computed properties:
LUMO	-1.00	eV
HOMO-LUMO gap	8.221	eV
charge	0
energy above the lowest of the compared OMol25 structures with the same formula, charge and spin	0.0	kJ/mol
SMILES string	CCOC(=O)C(F)(C(=O)OCC)c1ccc([N+](=O)[O-])cc1.Clc1cccc(Cl)n1

=====

(2)
Molecular formula: C12H30NO6Sr2
Method: DFT, the ωB97M-V functional and the def2-TZVPD basis

Each line ends with the Mulliken spin population.
CARTESIAN COORDINATES (ANGSTROEM)
1 H 1.54037 1.06026 2.67863  -0.0012
2 H -0.85172 0.94440 -3.55757  0.0000
3 O 3.51779 1.74625 4.39162  -0.1846
4 H -5.01863 2.05090 -1.48627  0.0000
5 H 2.39600 -4.04809 2.52089  0.0000
6 O 2.92264 0.58753 -0.12919  -0.0003
7 H 0.09557 -0.20649 0.84717  0.0004
8 H 1.94925 -0.58484 2.59110  -0.0003
9 O -3.49106 -0.97828 -0.40763  0.0000
10 H 4.96980 -1.40755 3.07762  0.0004
11 C -0.68745 -1.19101 -1.56615  0.0000
12 H 3.41582 0.62133 0.69050  -0.0003
13 H -3.85343 -0.26690 -4.29077  0.0000
14 H -2.71707 2.78396 -2.08994  0.0000
15 C -3.41373 0.65607 -2.24046  0.0000
16 H 3.12188 -2.15897 1.35409  0.0002
17 O 5.46744 -2.21641 3.19731  0.0010
18 Sr 6.15334 2.10246 3.95241  0.4452
19 H -0.67822 -2.12846 -1.01009  0.0000
20 C -3.30438 -0.39194 -3.35748  0.0000
21 C 2.21999 -2.72054 1.11053  -0.0007
22 C -2.61977 1.93984 -2.77264  0.0000
23 C -1.07984 1.69226 -2.79812  0.0000
24 H -3.23275 -1.65527 -1.03736  0.0000
25 N -2.76130 0.10160 -1.05595  0.0001
26 C -4.92416 1.12757 -2.05781  0.0000
27 H 0.31184 -0.96643 -1.93908  0.0000
28 H -1.32327 -0.93129 1.15067  0.0000
29 H -5.64255 0.46135 -1.58014  0.0000
30 C -0.96294 -0.02852 0.65745  -0.0003
31 H -1.34613 0.85328 1.17098  0.0002
32 H -2.90697 2.30487 -3.75873  0.0000
33 H 0.44465 1.26301 -1.22912  0.0000
34 H -5.37225 1.45697 -2.99527  0.0000
35 H -0.63581 2.66946 -2.98791  0.0000
36 H -3.54176 -1.38814 -2.98418  0.0000
37 Sr 3.24096 4.16888 5.62644  0.8111
38 H -0.79171 2.03165 -0.55726  0.0000
39 O 1.71374 -3.45549 2.19694  0.0000
40 C 1.95661 0.25576 3.28496  0.0027
41 H 1.39597 -2.19564 0.62724  0.0007
42 C -0.63513 1.31898 -1.36699  -0.0001
43 H 1.54364 -0.11558 4.22285  0.0003
44 H 5.79567 -2.16562 4.09505  0.0001
45 C 3.38457 0.78919 3.59613  -0.0719
46 H 2.05408 0.91848 0.09950  0.0002
47 H -2.31129 -0.43803 -3.80442  0.0000
48 H 2.68739 -3.34975 0.35308  -0.0001
49 O 4.32635 0.45739 2.93571  -0.0029
50 C -1.27801 0.02837 -0.88926  0.0001
51 H -1.24405 -1.40284 -2.47905  0.0000

Computed properties:
multiplicity	2
LUMO (alpha / beta)	-8.13 / -8.91	eV
HOMO-LUMO gap (alpha / beta)	3.034 / 2.255	eV
charge	+2

=====

(3)
Molecular formula: C28H32AsN4S3V
Method: DFT, the ωB97M-V functional and the def2-TZVPD basis

Each line ends with the Mulliken spin population.
CARTESIAN COORDINATES (ANGSTROEM)
1 H -2.42613 3.54385 -2.48307  0.0032
2 H 0.88459 -3.43693 -5.94317  0.0000
3 H -3.84349 3.14085 -0.59807  0.0006
4 H -0.54712 -1.18781 3.02838  0.0026
5 H -0.99590 -2.54967 -4.60295  -0.0002
6 C -2.93249 -1.28229 -0.36516  -0.0273
7 H -0.75626 2.92265 -2.46811  0.0046
8 C 0.08766 -0.36886 3.36700  0.0116
9 C -3.12023 2.45341 -0.13244  0.0006
10 C 2.58733 -2.50840 -3.16982  -0.0010
11 H 0.30468 3.58790 3.06683  0.0000
12 C 0.23576 -2.03030 -2.92919  0.0006
13 H -2.91648 0.80300 2.87177  -0.0005
14 C -2.19899 1.49945 3.30586  0.0131
15 H -2.21312 -2.09747 -0.28647  0.0092
16 C 1.06334 -3.04060 -4.95178  -0.0001
17 V -0.51900 0.90810 -0.12407  3.0007
18 C 3.66334 -2.55984 0.75643  0.0032
19 H 0.29035 2.52768 4.49896  -0.0011
20 H 1.12024 -0.57666 3.09371  -0.0017
21 H -5.58957 1.47173 -0.67910  -0.0012
22 C 2.39923 -5.03891 0.61129  -0.0007
23 H -2.11469 1.32866 4.37991  -0.0019
24 S 1.85019 -1.26908 -0.81184  0.0094
25 H 3.95540 -5.72850 1.91717  0.0001
26 H -2.55395 2.51740 3.14163  -0.0013
27 H -0.58017 -1.62805 -2.33934  0.0066
28 H -1.91428 4.82566 -0.45930  0.0027
29 C -4.84503 0.68612 -0.58258  -0.0115
30 N 2.06841 5.59455 -0.39570  -0.0002
31 C -4.25844 -1.63318 -0.60597  -0.0219
32 H -0.00776 -0.24536 4.44625  -0.0004
33 N 0.43212 -0.99249 -0.14803  -0.0129
34 N 4.33463 3.99415 2.91842  -0.0003
35 C 4.18089 -3.65009 1.44569  -0.0007
36 C 2.35459 -3.02005 -4.43449  -0.0001
37 N -1.76280 2.71614 -0.64383  -0.0976
38 As -0.45544 1.25439 2.44368  0.0086
39 C 3.68865 3.73942 1.99599  -0.0017
40 C 3.55087 -4.88288 1.37521  0.0012
41 C 0.54430 2.59235 3.43991  0.0202
42 H 0.99105 -4.07621 -0.69308  0.0001
43 H -2.13625 1.78973 -2.49304  0.0063
44 S 1.58209 2.01745 -1.00783  -0.0069
45 H -1.23065 3.97616 0.94721  -0.0095
46 H 3.18151 -3.39798 -5.02210  0.0001
47 C 2.53260 2.19111 0.46251  0.0082
48 C 1.52205 -2.02663 -2.41811  0.0063
49 C 0.00950 -2.54463 -4.20157  -0.0006
50 H 1.90981 -6.00288 0.55478  0.0000
51 C -2.49809 0.04256 -0.21282  0.0501
52 H -3.10385 2.68265 0.93609  -0.0108
53 H 3.59199 -2.48480 -2.76336  -0.0003
54 C 2.45039 4.64421 0.13914  -0.0009
55 C -1.77050 2.74412 -2.11091  0.0145
56 H -0.11032 -1.84704 -0.05205  0.0055
57 C -5.22496 -0.64365 -0.71900  0.0310
58 C 1.87953 -3.95966 -0.08309  0.0036
59 H 1.60861 2.41114 3.29969  -0.0022
60 H -4.53828 -2.67628 -0.71180  -0.0017
61 H 4.12012 -1.57923 0.81760  0.0004
62 H 5.07476 -3.52832 2.04351  -0.0001
63 C 2.51556 -2.72690 -0.00330  -0.0008
64 C -1.26118 3.99982 -0.14309  0.0531
65 C -3.51686 1.00944 -0.32901  -0.0922
66 S 2.99604 0.84701 1.40530  0.0106
67 H -6.25872 -0.90149 -0.91685  0.0034
68 C 2.89299 3.48762 0.84127  0.0191
69 H -0.25419 4.17261 -0.51575  -0.0009

Computed properties:
multiplicity	4
LUMO (alpha / beta)	2.23 / 2.23	eV
HOMO-LUMO gap (alpha / beta)	6.272 / 6.458	eV
charge	-1
energy above the lowest of the compared OMol25 structures with the same formula, charge and spin	1.1	kJ/mol

=====

(4)
Molecular formula: C6H20NO5
Method: DFT, the ωB97M-V functional and the def2-TZVPD basis

Each line ends with the Löwdin charge.
CARTESIAN COORDINATES (ANGSTROEM)
1 H -2.12175 2.06277 0.75423  0.0901
2 H -2.27024 1.85728 2.33398  -0.0827
3 H 0.35535 0.07596 -3.44601  0.0282
4 H -3.54235 0.57905 -0.79935  0.1038
5 H 0.01659 1.42484 -2.90764  -0.0149
6 H -2.11361 -0.13435 1.86800  -0.0271
7 C 1.91287 -1.27126 1.72047  -0.2475
8 H 0.85364 -1.99069 -0.71591  0.0166
9 H 0.04807 2.23803 -0.38981  0.1453
10 H 0.46779 -3.43405 -0.67997  0.0241
11 H 2.00655 0.93999 1.58718  0.1208
12 H 0.61795 -0.39392 -1.69694  0.0285
13 H -2.93188 2.11101 -1.27349  0.0842
14 O -1.67231 2.23594 1.79231  -0.1519
15 H -1.59207 -0.35586 -1.42648  0.1392
16 N -2.77048 1.29096 -0.64325  -0.0679
17 H 3.48133 0.08778 1.05253  0.0870
18 C 2.40183 -0.01094 1.14899  -0.1852
19 C 0.87223 0.30212 -0.93544  -0.3198
20 O -1.85322 -0.84330 2.45026  -0.1221
21 H -1.11822 -1.43446 2.02794  0.0451
22 C -1.47884 0.67502 -0.88191  -0.3109
23 H 2.74089 -0.50086 -0.94800  0.0948
24 H 1.81012 -1.15081 2.83166  0.1196
25 C -0.26331 1.15572 -0.69027  -0.2310
26 H 2.41643 -2.24127 1.53240  0.1173
27 H 2.60542 1.30947 -0.56309  0.0818
28 O 0.83864 -2.80908 -1.32164  -0.1156
29 C 2.23124 0.30240 -0.45183  -0.2445
30 O 0.50536 -1.56782 1.47149  -0.1803
31 H 0.26369 -0.90175 0.74203  0.0742
32 O 0.09948 0.97135 -3.74748  -0.0992

Computed properties:
LUMO	3.47	eV
HOMO-LUMO gap	5.274	eV
charge	-1
energy above the lowest of the compared OMol25 structures with the same formula, charge and spin	462.0	kJ/mol

=====

(5)
Molecular formula: C4H5O2P
Method: DFT, the ωB97M-V functional and the def2-TZVPD basis

Each line ends with the Löwdin charge.
CARTESIAN COORDINATES (ANGSTROEM)
1 H -0.78116 -2.16718 0.80460  0.1012
2 H -1.06993 0.06897 1.97718  0.0408
3 O 2.62519 0.08327 -1.02727  0.0387
4 H -1.89801 1.30121 -1.08535  0.0418
5 H -1.61657 2.83400 -1.10037  0.0428
6 C 0.89808 -1.41067 -0.29238  -0.1026
7 C -0.11766 -1.34321 0.59088  -0.1746
8 C -0.28020 -0.07799 1.25746  -0.4302
9 P 0.80562 1.13296 0.80403  1.0365
10 H 1.17914 -2.26670 -0.87531  0.1037
11 C 1.64282 -0.15858 -0.37737  -0.5811
12 O -1.38733 2.00393 -0.67609  -0.1171

Computed properties:
LUMO (alpha / beta)	-1.10 / -1.10	eV
HOMO-LUMO gap (alpha / beta)	7.378 / 7.377	eV
charge	0
energy above the lowest of the compared OMol25 structures with the same formula, charge and spin	125.6	kJ/mol
SMILES string	O=C1C=CC=P1.O